61
Properties=species:S:1:pos:R:3:lowdin_charge:R:1 method="wB97M-V/def2-TZVPD" homo_energy_ev=-7.3 relative_energy_kcal_mol=476.64 fmax_ev_per_a=18.46 e_lumo_ev=0.535 gap_ha=0.2880 charge=0
O -0.3034 -0.3239 -1.9408 0.11
C -0.1168 -0.4589 -0.8002 -0.55
N -0.8493 -1.1367 0.0251 0.12
H -0.3557 -1.2649 1.0355 0.23
C -2.0471 -1.7696 -0.0629 -0.55
C -2.9429 -1.0133 -0.7080 -0.13
C -4.0704 -1.9434 -0.9449 -0.34
C -4.7820 -2.4206 0.1276 -0.13
C -3.6390 -3.2815 0.7494 -0.37
C -2.4514 -2.5305 1.1339 -0.08
H -1.5145 -3.1198 1.3694 0.15
H -2.6401 -1.5933 1.7045 0.16
C -3.3639 -4.4030 -0.0473 -0.12
C -2.6860 -3.9032 -1.5645 -0.25
C -1.5740 -2.8846 -1.1943 -0.01
H -0.5737 -3.6390 -0.6810 0.20
H -1.1535 -2.5743 -1.9304 -0.01
C -3.7483 -3.0194 -2.0286 -0.15
H -4.7721 -3.6372 -2.4775 0.18
H -3.3415 -2.6103 -3.0437 0.15
H -2.4557 -4.5448 -2.2011 0.05
H -2.2456 -5.1637 0.2068 0.20
H -4.0265 -5.1669 -0.5024 0.11
H -3.8194 -3.9270 1.7200 0.18
H -5.7107 -2.9739 -0.2571 0.17
H -5.0864 -1.7935 0.8417 0.09
H -5.0512 -1.2587 -1.3837 0.20
H -3.2686 -0.2393 -0.2806 0.08
H -2.4930 -0.5845 -1.6506 0.17
N 1.1685 0.0891 -0.2251 0.14
H 1.2463 0.2267 0.6063 -0.07
C 1.8599 1.2459 -1.0364 -0.24
H 1.7819 0.7938 -2.1188 0.18
C 1.3578 2.6030 -0.7474 -0.15
H 1.7156 3.1746 -1.6590 0.14
H 0.3428 2.4369 -1.0913 0.13
C 1.7361 3.3553 0.3872 -0.11
N 2.7779 2.1594 1.3420 -0.03
C 2.0335 1.6923 2.3644 -0.36
C 0.6952 1.4582 2.4857 -0.21
C 1.2577 2.2960 3.5449 -0.06
H 1.3132 3.4182 3.2744 0.12
H 1.4706 2.2651 4.5447 0.06
H -0.1517 1.8678 1.9793 0.12
H 0.2359 0.6573 2.9666 0.10
H 2.5090 0.8228 2.8181 0.16
C 3.6921 1.7085 0.7450 -0.45
C 3.2933 0.9189 -0.5311 -0.08
H 3.9367 1.4653 -1.6038 0.17
H 3.7938 0.0102 -0.5932 0.07
C 4.6990 2.9505 0.3075 -0.15
C 4.0446 4.0384 -0.5410 -0.17
H 3.7190 3.5848 -1.5981 0.13
C 2.7586 4.3468 0.2429 -0.20
H 2.2160 5.0042 -0.4243 0.13
H 3.1013 4.7648 1.0475 0.07
H 4.7135 4.9492 -0.5253 0.13
H 5.7276 2.5650 -0.1023 0.13
H 5.0446 3.3226 1.2378 0.08
H 4.3072 0.7819 1.4031 0.22
H 0.8722 3.6396 1.0284 0.15